ORCA calculation (the ωB97M-V functional and the def2-TZVPD basis) on C32H29N2P2Pt as an isolated structure at a distorted geometry.

- Frontier orbital gap (alpha / beta): 7.7 / 4.7 eV
- E_HOMO (alpha / beta): -9.782 / -9.736 eV
- LUMO (alpha / beta): -2.1225 / -5.0850 eV

Geometry as ORCA input:
```
! wB97M-V def2-TZVPD RIJCOSX def2/J DEFGRID3
* xyz 1 3
Pt 0.3078 -0.5408 -0.2743
C -1.4797 -2.3051 1.9133
P 0.0582 -1.2505 2.0223
C 1.0294 -2.2259 3.2068
C 2.0822 -3.0102 2.7510
C 2.7824 -3.8065 3.6397
C 2.4324 -3.8221 4.9795
C 1.3867 -3.0353 5.4356
C 0.6825 -2.2351 4.5554
C -0.3792 0.2522 2.9334
C 0.6523 0.9613 3.5542
C 0.3984 2.1887 4.1366
C -0.8801 2.7253 4.1000
C -1.9046 2.0264 3.4819
C -1.6590 0.7988 2.8917
C -2.2995 -1.8699 0.7485
C -3.5928 -2.2013 0.3073
C -3.8653 -1.3856 -0.7873
C -2.7339 -0.5802 -0.9826
C -2.4755 0.6049 -1.8490
P -0.6693 1.0695 -1.7670
C 0.1682 0.5206 -3.2868
C -0.4086 -0.1113 -4.3783
C 0.3910 -0.5072 -5.4398
C 1.7573 -0.2872 -5.4154
C 2.3374 0.3414 -4.3225
C 1.5488 0.7375 -3.2634
C -0.7305 2.8738 -1.9960
C -0.2636 3.5012 -3.1465
C -0.3763 4.8740 -3.2737
C -0.9551 5.6251 -2.2651
C -1.3979 5.0033 -1.1076
C -1.2779 3.6341 -0.9649
N -1.8116 -0.9077 -0.0523
H -2.0546 -2.2638 2.8465
H -1.1315 -3.3377 1.7876
H 2.3471 -2.9855 1.7018
H 3.6030 -4.4149 3.2914
H 2.9752 -4.4480 5.6709
H 1.1201 -3.0469 6.4814
H -0.1281 -1.6147 4.9105
H 1.6465 0.5367 3.5905
H 1.1948 2.7302 4.6244
H -1.0797 3.6820 4.5601
H -2.9025 2.4386 3.4596
H -2.4585 0.2570 2.4074
H -4.2382 -2.9444 0.7325
H -4.7655 -1.3590 -1.3693
H -3.0460 1.4566 -1.4550
H -2.8184 0.4550 -2.8753
H -1.4716 -0.3040 -4.4042
H -0.0576 -0.9949 -6.2906
H 2.3710 -0.6023 -6.2460
H 3.4021 0.5189 -4.2971
H 1.9950 1.2136 -2.3955
H 0.1744 2.9222 -3.9456
H -0.0156 5.3571 -4.1691
H -1.0603 6.6930 -2.3819
H -1.8358 5.5913 -0.3166
H -1.6035 3.1420 -0.0567
C 3.8410 -2.9768 -2.2128
C 2.8203 -2.2159 -1.5778
N 2.0095 -1.6096 -1.0352
H 4.7555 -2.3870 -2.2859
H 3.5153 -3.2722 -3.2113
H 4.0418 -3.8728 -1.6234
*
```